Entry 1:
Formula: C5H6O2
Source: the OMol25 dataset
Level of theory: ωB97M-V/def2-TZVPD

Cartesian coordinates (Å):
C 0.273 -1.423 0.780
C 0.240 0.090 0.727
O 1.609 0.400 1.271
C 0.193 0.650 -0.673
O 1.230 0.874 -1.266
C -1.108 0.884 -1.276
C -2.188 1.107 -1.760
H -0.452 -1.896 1.464
H 1.374 -1.131 1.225
H 0.262 -1.938 -0.196
H -0.477 0.557 1.406
H 2.189 0.526 0.495
H -3.145 1.301 -2.196

Cartesian forces, eV/Å:
C 1.4 0.0 0.6
C 1.2 1.0 0.4
O -1.0 1.6 -0.5
C 0.4 0.2 -0.1
O -0.5 0.0 0.0
C -0.5 0.0 -0.2
C 0.4 -0.1 0.2
H 0.5 0.3 -0.2
H -2.0 -3.4 -0.5
H 0.1 0.3 0.4
H 0.1 0.0 -0.2
H -0.4 0.2 0.1
H 0.2 0.0 0.1

HOMO	-10.2374	eV
LUMO	-0.1	eV
Kohn-Sham gap	10.12	eV
SMILES string	C#CC(=O)[C@@H](C)O
2S+1	1

***

Entry 2:
Formula: C4H14N2O
Source: the OMol25 dataset
Level of theory: ωB97M-V/def2-TZVPD

Cartesian coordinates (Å):
N 1.990 -0.919 -0.951
C 1.170 -1.071 0.264
C -0.282 -1.265 -0.082
N -0.981 0.062 0.001
C -2.440 -0.144 -0.132
C -0.538 0.952 -1.083
H 2.976 -0.763 -0.742
H 2.021 -1.758 -1.518
H 1.324 -0.124 0.770
H 1.592 -1.855 0.894
H -0.791 -1.869 0.667
H -0.436 -1.597 -1.111
H -2.792 0.100 -1.133
H -2.705 -1.159 0.113
H -2.947 0.461 0.627
H 0.516 1.184 -0.947
H -1.165 1.835 -1.040
H -0.582 0.453 -2.070
H 1.284 2.536 1.119
H 0.264 1.402 1.489
O 0.862 2.081 1.853

Cartesian forces, eV/Å:
N 0.6 -0.1 -0.6
C 1.5 -0.1 -0.7
C -0.8 1.9 0.5
N -0.1 -0.6 -0.5
C 0.4 0.5 0.8
C 0.3 -0.7 0.4
H -0.4 0.2 0.3
H -0.4 -0.2 0.0
H -0.3 -0.1 0.5
H -0.4 -0.2 0.2
H 0.1 -0.4 -0.3
H 0.2 -0.7 0.0
H -0.2 0.0 -0.1
H -0.1 -0.5 -0.1
H -0.1 0.2 -0.4
H 0.0 0.3 0.0
H 0.1 0.2 -0.2
H -0.3 0.2 0.1
H -0.2 -0.1 -0.2
H 0.1 0.4 -0.1
O -0.2 -0.3 0.3

HOMO	-8.8970	eV
LUMO	1.0	eV
Kohn-Sham gap	9.90	eV
SMILES string	CN(C)CCN.O
2S+1	1

***

Entry 3:
Formula: C7H3BrFIN2S
Source: the OMol25 dataset
Level of theory: ωB97M-V/def2-TZVPD

Cartesian coordinates (Å):
C 1.397 -0.913 0.283
C 1.510 -0.440 -2.076
C 0.498 0.151 0.412
C 1.893 -1.201 -0.974
C 0.158 0.840 -0.762
C -0.388 0.817 2.781
C -0.011 0.517 1.679
N 0.658 0.556 -1.949
N -2.219 2.033 0.030
F 2.762 -2.208 -1.137
S -0.989 2.250 -0.863
Br -4.899 -1.731 0.238
I -3.204 0.361 0.538
H 1.708 -1.486 1.143
H 1.891 -0.637 -3.067
H -0.762 1.090 3.723

Cartesian forces, eV/Å:
C 0.0 0.1 -0.4
C 0.3 -0.3 0.2
C 0.1 -0.1 -0.6
C -0.1 0.2 0.0
C -0.6 0.2 -0.3
C 0.3 -0.2 -1.0
C -0.1 0.3 1.1
N -0.1 0.1 -0.2
N -1.0 0.7 1.0
F -0.1 0.1 0.0
S 2.3 -0.1 -0.9
Br 0.2 -0.4 -0.1
I -1.2 -0.5 0.5
H 0.0 0.0 0.1
H 0.1 -0.1 0.0
H -0.2 0.1 0.5

HOMO (spin up / spin down)	-8.1057 / -9.0702	eV
LUMO (spin up / spin down)	-0.4 / -3.6	eV
Kohn-Sham gap (spin up / spin down)	7.70 / 5.46	eV
2S+1	3

***

Entry 4:
Formula: C2H8N2
Source: the OMol25 dataset
Level of theory: ωB97M-V/def2-TZVPD

Cartesian coordinates (Å):
C 0.158 -1.750 0.597
N 0.460 -0.385 0.381
C -0.512 0.398 -0.302
N 0.062 1.673 -0.703
H -0.464 -2.062 -0.249
H 1.072 -2.309 0.714
H -0.517 -1.895 1.431
H 0.860 0.044 1.202
H -1.397 0.557 0.337
H -0.815 -0.192 -1.160
H -0.568 2.113 -1.363
H 0.153 2.283 0.096

Cartesian forces, eV/Å:
C -1.1 -0.1 -0.3
N 1.4 0.6 -0.1
C -0.1 0.3 0.8
N -0.1 -0.2 -0.5
H 0.6 -0.5 -0.2
H 0.0 -0.5 0.0
H -0.1 -0.4 0.7
H -0.1 0.3 0.0
H -0.3 -0.1 -0.1
H -0.1 0.2 -0.4
H 0.1 0.2 0.1
H -0.1 0.1 0.0

HOMO	-8.3576	eV
LUMO	1.2	eV
Kohn-Sham gap	9.53	eV
SMILES string	CNCN
2S+1	1

***

Entry 5:
Formula: C19H22F4N2O2S
Source: the OMol25 dataset
Level of theory: ωB97M-V/def2-TZVPD

Cartesian coordinates (Å):
C -3.070 -1.716 -2.042
C -2.699 -0.317 -1.476
F -2.706 -0.461 -0.142
C -1.278 0.120 -1.945
O -0.840 -0.280 -3.018
N -0.493 0.948 -1.239
C -0.632 1.460 0.125
C -0.086 0.501 1.218
N 1.388 0.436 1.095
C 2.107 -0.713 1.250
O 3.332 -0.680 1.387
C 1.424 -2.105 1.114
C 1.158 -2.387 -0.385
C 0.276 -3.639 -0.534
S 1.108 -5.141 0.075
C 1.539 -4.557 1.746
C 2.315 -3.225 1.720
C 2.109 1.721 1.245
C 1.330 2.946 0.764
C 1.918 4.214 0.847
C 1.236 5.355 0.434
C -0.054 5.242 -0.073
C -0.653 3.988 -0.162
C 0.021 2.831 0.254
C -3.732 0.761 -1.921
F -4.963 0.429 -1.527
F -3.477 1.973 -1.423
F -3.793 0.889 -3.249
H -3.114 -1.713 -3.133
H -2.338 -2.471 -1.751
H -4.041 -2.049 -1.676
H 0.392 1.147 -1.682
H -1.694 1.614 0.326
H -0.361 0.874 2.206
H -0.580 -0.453 1.048
H 0.521 -2.024 1.713
H 0.598 -1.583 -0.858
H 2.086 -2.577 -0.931
H -0.673 -3.535 -0.006
H 0.041 -3.814 -1.585
H 0.620 -4.482 2.330
H 2.146 -5.339 2.205
H 3.211 -3.396 1.118
H 2.578 -3.007 2.757
H 2.365 1.858 2.297
H 3.066 1.681 0.718
H 2.921 4.316 1.237
H 1.709 6.325 0.503
H -0.588 6.122 -0.402
H -1.650 3.913 -0.571

Cartesian forces, eV/Å:
C 0.0 0.5 -0.6
C 0.4 -0.9 -2.0
F -0.3 0.5 1.9
C 0.7 -0.5 -1.5
O -0.9 -0.3 0.2
N 0.0 0.6 1.6
C -0.4 0.5 0.7
C 0.5 0.6 -1.1
N -0.8 0.3 0.0
C 1.6 -1.0 -0.4
O -0.9 0.3 0.0
C 1.1 0.9 0.0
C -1.0 -0.8 0.6
C 0.4 -0.1 0.1
S 0.0 0.1 0.0
C 0.0 0.3 -0.4
C -0.9 -0.3 -0.1
C -0.3 0.1 0.0
C -0.6 -0.4 -0.1
C -0.3 0.0 -0.1
C 0.0 -0.5 0.0
C 0.0 -0.4 0.0
C 0.4 0.0 0.1
C 0.6 0.2 -0.1
C -0.4 -0.3 -0.1
F -0.2 -0.2 0.4
F 0.4 0.1 0.3
F 0.5 -0.2 -0.1
H 0.1 0.2 0.1
H 0.2 0.3 0.1
H 0.0 0.3 0.2
H 0.0 -0.2 -0.2
H 0.1 -0.1 0.0
H -0.1 0.1 0.1
H 0.4 -0.1 0.2
H -0.5 -0.4 -0.2
H 0.2 0.4 0.0
H 0.0 0.3 0.2
H 0.0 0.2 0.1
H 0.1 -0.1 0.0
H 0.0 0.1 0.1
H 0.0 0.0 -0.1
H 0.0 0.4 0.2
H 0.2 0.3 -0.2
H 0.0 0.0 0.2
H -0.2 -0.3 0.0
H 0.1 -0.1 0.1
H 0.0 0.0 0.0
H 0.0 0.0 0.0
H -0.1 -0.1 0.0

HOMO	-8.5637	eV
LUMO	0.6	eV
Kohn-Sham gap	9.14	eV
SMILES string	C[C@@](F)(C(=O)N[C@H]1CN(C(=O)C2CCSCC2)Cc2ccccc21)C(F)(F)F
2S+1	1

***

Entry 6:
Formula: C24H49FO8Si2
Source: the OMol25 dataset
Level of theory: ωB97M-V/def2-TZVPD

Cartesian coordinates (Å):
C -4.841 -0.098 -2.547
C -5.195 0.981 -1.351
C -3.784 1.445 -0.658
Si -3.429 0.566 1.055
C -2.520 1.934 2.132
C -1.245 1.176 2.886
O -1.430 0.459 4.003
F 0.124 1.264 2.282
O -2.252 -0.746 0.887
Si -3.037 -2.309 0.712
O -1.789 -3.406 0.039
C -1.611 -2.904 -1.343
O -2.665 -3.103 -2.177
C -0.296 -2.103 -1.913
C 1.002 -2.831 -2.624
C 2.317 -1.998 -3.229
C 2.342 -0.329 -3.133
C 1.070 0.420 -2.395
C -0.210 -0.438 -1.796
H -5.797 -0.459 -3.152
H -4.406 -1.054 -2.020
H -4.010 0.347 -3.276
H -6.026 0.628 -0.606
H -5.624 1.946 -1.908
H -2.907 1.328 -1.425
H -3.895 2.592 -0.397
H -4.664 0.095 1.711
H -3.239 2.472 2.885
H -2.020 2.669 1.344
H -4.195 -2.293 -0.209
H -3.519 -2.895 1.967
H 1.022 -4.006 -2.714
H 3.239 -2.561 -3.735
H 3.232 0.305 -3.577
H 1.093 1.593 -2.328
H -1.071 0.161 -1.277
C -0.013 5.519 -0.666
C 1.153 4.566 -0.873
C 2.486 5.282 -0.723
O 1.069 3.992 -2.174
H 0.001 6.324 -1.409
H -0.966 4.993 -0.788
H 0.014 5.966 0.333
H 1.092 3.747 -0.148
H 2.589 6.078 -1.469
H 3.317 4.587 -0.887
H 2.589 5.722 0.274
H 1.122 4.713 -2.824
C 1.341 -2.834 1.786
C 2.831 -2.639 2.015
C 3.093 -1.693 3.177
O 3.426 -2.110 0.833
H 0.854 -1.884 1.539
H 1.167 -3.507 0.939
H 0.857 -3.255 2.673
H 3.303 -3.607 2.215
H 2.669 -0.703 2.980
H 4.170 -1.552 3.323
H 2.662 -2.080 4.106
H 3.013 -1.250 0.648
C -4.372 -6.954 0.539
C -4.756 -6.043 1.694
C -5.711 -6.736 2.654
O -5.374 -4.865 1.182
H -5.255 -7.242 -0.043
H -3.695 -6.437 -0.149
H -3.880 -7.862 0.900
H -3.855 -5.731 2.233
H -6.641 -7.016 2.147
H -5.988 -6.064 3.473
H -5.258 -7.638 3.078
H -6.176 -5.132 0.702
C 7.805 5.241 -1.426
C 6.892 4.904 -0.258
C 7.499 3.827 0.627
O 5.635 4.454 -0.755
H 7.969 4.363 -2.061
H 7.349 6.009 -2.061
H 8.775 5.606 -1.077
H 6.706 5.806 0.335
H 7.653 2.899 0.065
H 6.826 3.586 1.457
H 8.461 4.150 1.038
H 5.791 3.653 -1.284

Cartesian forces, eV/Å:
C -0.1 -0.5 0.7
C 0.3 0.9 -1.9
C -0.9 0.6 0.0
Si 2.2 0.2 -1.2
C 2.6 0.0 -0.2
C -1.2 -3.4 5.7
O 1.8 5.0 -8.0
F -4.1 -0.1 1.5
O -3.3 -0.5 0.0
Si 1.9 -0.1 -0.4
O -0.4 3.4 -2.8
C -5.0 -1.3 -3.6
O 6.9 1.4 5.1
C 3.8 2.5 -1.0
C 0.1 3.0 0.2
C -3.1 2.6 1.7
C -3.6 -2.7 1.8
C 0.2 -4.1 -0.6
C 2.8 -1.7 -1.6
H 2.1 1.0 1.2
H -0.7 1.8 -1.3
H -2.0 -1.0 1.6
H 1.8 0.4 -1.3
H 0.8 -2.1 1.3
H -1.6 0.3 1.5
H 0.4 -2.2 -0.5
H 0.0 -0.1 0.0
H 1.8 -1.1 -1.3
H -1.2 -1.3 1.8
H 0.3 0.4 0.1
H 0.5 0.1 0.2
H -0.1 2.7 0.2
H -2.5 1.3 1.3
H -2.1 -1.5 1.1
H -0.2 -2.5 -0.1
H 1.9 -1.5 -1.1
C -0.3 -0.1 0.1
C 0.1 0.8 -0.1
C 0.3 -0.3 0.1
O -0.1 -0.2 -0.3
H 0.1 0.0 0.1
H 0.1 0.0 0.1
H 0.0 0.0 -0.1
H 0.0 -0.1 -0.3
H -0.1 0.0 0.1
H -0.2 0.2 0.2
H 0.0 0.0 -0.1
H 0.0 -0.3 0.3
C -0.1 -0.3 -0.1
C -0.4 0.6 0.0
C 0.3 0.0 0.3
O 0.2 0.0 -0.2
H 0.1 0.0 0.1
H 0.0 0.1 0.1
H 0.0 0.1 -0.1
H 0.1 0.2 -0.2
H -0.1 -0.1 0.0
H -0.1 -0.1 0.0
H 0.0 0.1 -0.1
H 0.1 -0.4 0.1
C 0.3 0.0 -0.2
C -0.5 -0.5 -0.3
C 0.0 0.1 0.4
O -0.1 0.3 -0.1
H 0.0 0.0 0.2
H 0.0 -0.1 0.2
H -0.1 0.1 -0.1
H -0.2 0.2 -0.1
H 0.1 -0.1 -0.1
H 0.1 -0.1 -0.1
H -0.1 0.1 0.0
H 0.4 0.1 0.2
C 0.0 0.3 -0.2
C 0.4 -0.5 -0.3
C 0.0 0.0 0.4
O -0.2 -0.1 -0.1
H 0.0 0.0 0.2
H 0.1 -0.1 0.2
H -0.1 -0.1 -0.1
H -0.2 -0.1 -0.1
H 0.1 0.1 -0.1
H 0.1 0.1 -0.1
H -0.1 -0.1 0.0
H 0.0 0.3 0.2

HOMO	-8.5943	eV
LUMO	0.0	eV
Kohn-Sham gap	8.60	eV
2S+1	1

***

Entry 7:
Formula: C5H8O
Source: the OMol25 dataset
Level of theory: ωB97M-V/def2-TZVPD

Cartesian coordinates (Å):
C -2.289 0.656 0.269
O -2.944 -0.201 -0.268
C -0.106 -1.827 -1.143
C 0.365 -0.910 -0.343
C 0.761 0.003 0.504
C 1.937 0.925 0.381
H -1.803 1.477 -0.295
H -2.152 0.690 1.369
H 0.174 0.106 1.414
H 0.200 -2.868 -1.075
H -0.857 -1.583 -1.888
H 2.496 0.968 1.322
H 2.608 0.615 -0.421
H 1.609 1.948 0.175

Cartesian forces, eV/Å:
C -0.3 -0.2 -0.2
O 0.3 0.5 0.2
C 0.0 0.1 0.1
C 0.0 -0.1 0.0
C -0.1 -0.2 0.1
C 0.2 0.1 -0.1
H -0.1 -0.2 0.0
H 0.0 -0.1 -0.1
H 0.0 -0.1 0.0
H 0.1 0.2 0.0
H 0.1 0.1 0.1
H 0.0 -0.1 -0.2
H 0.0 0.0 0.1
H 0.0 -0.1 0.0

HOMO	-9.5748	eV
LUMO	0.8	eV
Kohn-Sham gap	10.42	eV
SMILES string	C=C=CC.C=O
2S+1	1